Entry 1:
{
  "formula": "C41H85N3O22S5",
  "method": "ωB97M-V/def2-TZVPD",
  "symbols": ["C", "C", "O", "N", "C", "H", "H", "H", "H", "H", "H", "H", "C", "C", "O", "N", "C", "H", "H", "H", "H", "H", "H", "H", "C", "C", "O", "N", "C", "H", "H", "H", "H", "H", "H", "H", "C", "C", "O", "C", "O", "O", "C", "H", "H", "H", "H", "H", "H", "H", "H", "C", "C", "O", "C", "O", "O", "C", "H", "H", "H", "H", "H", "H", "H", "H", "C", "C", "O", "C", "O", "O", "C", "H", "H", "H", "H", "H", "H", "H", "H", "C", "C", "C", "S", "O", "O", "C", "H", "H", "H", "H", "H", "H", "H", "H", "C", "C", "C", "S", "O", "O", "C", "H", "H", "H", "H", "H", "H", "H", "H", "C", "C", "C", "S", "O", "O", "C", "H", "H", "H", "H", "H", "H", "H", "H", "C", "C", "C", "S", "O", "O", "C", "H", "H", "H", "H", "H", "H", "H", "H", "C", "C", "C", "S", "O", "O", "C", "H", "H", "H", "H", "H", "H", "H", "H"],
  "xyz": [[-1.037, -0.638, 1.100], [-1.704, -0.256, -0.235], [-2.899, -0.174, -0.354], [-0.873, 0.113, -1.283], [0.607, 0.272, -1.303], [-1.792, -1.015, 1.789], [-0.577, 0.167, 1.672], [-0.160, -1.282, 1.031], [-1.291, 0.211, -2.197], [0.769, 1.197, -0.750], [1.032, 0.449, -2.291], [1.121, -0.573, -0.846], [6.879, -3.439, -0.550], [5.951, -2.609, 0.383], [6.280, -1.997, 1.443], [4.678, -2.760, -0.053], [3.615, -2.397, 0.748], [6.432, -3.257, -1.527], [6.779, -4.509, -0.372], [7.911, -3.088, -0.538], [4.526, -3.293, -0.898], [2.746, -3.014, 0.521], [3.498, -1.314, 0.788], [3.798, -2.698, 1.779], [4.374, 0.919, 0.078], [4.369, 2.088, -0.858], [3.271, 2.521, -1.336], [5.557, 2.677, -1.106], [5.849, 3.754, -2.010], [3.380, 0.884, 0.524], [5.148, 1.121, 0.818], [4.627, 0.083, -0.574], [6.274, 2.326, -0.488], [5.667, 3.329, -2.997], [6.884, 4.043, -1.824], [5.173, 4.608, -1.980], [2.263, 4.249, 2.014], [2.609, 2.789, 2.420], [2.105, 2.639, 3.800], [0.888, 2.141, 4.137], [-0.030, 1.930, 3.383], [0.712, 2.150, 5.438], [-0.498, 1.804, 6.066], [2.419, 4.920, 2.859], [1.192, 4.335, 1.829], [2.764, 4.595, 1.111], [3.687, 2.808, 2.259], [2.146, 1.972, 1.866], [-1.064, 1.086, 5.472], [-1.146, 2.680, 6.082], [-0.503, 1.512, 7.116], [2.495, -2.868, -3.082], [2.243, -4.069, -4.139], [1.506, -4.968, -3.316], [2.117, -5.933, -2.597], [3.313, -6.343, -2.755], [1.331, -6.164, -1.527], [1.901, -6.690, -0.373], [3.382, -2.333, -3.420], [2.630, -3.167, -2.042], [1.706, -2.127, -2.958], [3.213, -4.488, -4.409], [1.726, -3.717, -5.031], [2.983, -6.555, -0.363], [1.704, -7.761, -0.319], [1.419, -6.122, 0.423], [-6.401, -1.154, 5.952], [-4.980, -1.636, 5.348], [-4.821, -1.255, 4.010], [-4.883, -2.206, 2.951], [-4.959, -3.398, 3.074], [-5.057, -1.473, 1.866], [-5.443, -2.027, 0.651], [-6.562, -1.188, 7.030], [-7.237, -1.705, 5.521], [-6.589, -0.117, 5.675], [-4.734, -2.682, 5.528], [-4.228, -1.366, 6.089], [-5.930, -1.195, 0.143], [-6.275, -2.724, 0.752], [-4.603, -2.121, -0.038], [0.477, -1.686, 4.831], [-0.748, -2.527, 5.212], [-0.752, -3.773, 4.270], [1.130, -4.079, 3.923], [1.393, -3.745, 2.528], [1.610, -5.293, 4.505], [1.644, -2.616, 4.884], [0.756, -0.714, 5.238], [0.442, -1.543, 3.751], [-1.655, -1.949, 5.034], [-0.657, -2.737, 6.277], [-1.299, -3.616, 3.341], [-1.177, -4.681, 4.696], [2.570, -2.396, 4.352], [1.809, -2.986, 5.896], [-2.991, 2.931, 1.743], [-2.937, 4.441, 2.154], [-2.932, 4.593, 3.654], [-4.183, 3.336, 4.218], [-5.485, 3.925, 4.470], [-3.477, 2.592, 5.279], [-4.133, 2.300, 2.637], [-2.045, 2.461, 2.013], [-3.092, 2.817, 0.664], [-3.826, 4.819, 1.651], [-2.047, 4.912, 1.737], [-3.286, 5.538, 4.066], [-1.926, 4.339, 3.991], [-5.191, 2.315, 2.374], [-3.794, 1.311, 2.947], [-4.316, -2.710, -3.953], [-3.281, -3.018, -2.908], [-1.910, -2.607, -3.540], [-2.237, -1.205, -4.803], [-2.018, -1.707, -6.147], [-1.626, 0.037, -4.365], [-4.080, -1.355, -4.367], [-5.344, -2.802, -3.603], [-4.371, -3.404, -4.792], [-3.232, -4.041, -2.535], [-3.323, -2.417, -2.000], [-1.249, -3.341, -4.001], [-1.155, -2.408, -2.779], [-4.615, -1.003, -5.249], [-4.165, -0.638, -3.551], [2.816, 2.775, -4.683], [4.127, 2.392, -5.503], [4.107, 0.830, -5.311], [2.326, 0.307, -5.788], [1.808, -0.955, -5.133], [2.146, 0.289, -7.274], [1.626, 1.891, -5.207], [2.596, 3.813, -4.932], [2.923, 2.530, -3.627], [5.052, 2.900, -5.231], [4.122, 2.825, -6.503], [4.254, 0.524, -4.275], [4.683, 0.261, -6.040], [0.757, 1.677, -4.585], [1.393, 2.327, -6.179], [-2.700, 3.100, -2.472], [-1.396, 3.708, -1.762], [-1.344, 5.169, -2.226], [-3.112, 5.825, -2.439], [-3.203, 6.558, -3.733], [-3.664, 6.386, -1.217], [-3.909, 4.102, -2.601], [-2.980, 2.372, -1.711], [-2.593, 2.432, -3.326], [-0.441, 3.212, -1.934], [-1.431, 3.538, -0.686], [-0.909, 5.168, -3.225], [-0.647, 5.862, -1.755], [-4.538, 3.997, -3.486], [-4.520, 4.010, -1.703]],
  "lowdin_charge": [0.018, -0.518, 0.025, 0.035, -0.049, 0.074, 0.058, 0.069, 0.076, 0.067, 0.074, 0.070, -0.031, -0.502, -0.019, -0.020, -0.120, 0.054, 0.077, 0.073, 0.113, 0.076, 0.061, 0.080, -0.048, -0.560, -0.049, -0.021, -0.209, 0.052, 0.074, 0.072, 0.076, 0.053, 0.058, 0.076, -0.071, -0.157, 0.009, -0.588, 0.096, 0.008, -0.054, 0.077, 0.058, 0.068, 0.102, 0.100, 0.083, 0.076, 0.099, -0.051, -0.134, -0.018, -0.501, 0.051, -0.017, -0.058, 0.059, 0.047, 0.038, 0.111, 0.115, 0.094, 0.096, 0.094, -0.038, -0.233, -0.013, -0.519, 0.137, -0.005, -0.052, 0.063, 0.060, 0.064, 0.107, 0.103, 0.095, 0.109, 0.076, -0.234, -0.193, -0.151, 0.701, -0.355, -0.322, -0.236, 0.114, 0.098, 0.100, 0.115, 0.088, 0.089, 0.107, 0.106, -0.178, -0.233, -0.202, 0.722, -0.339, -0.380, -0.151, 0.085, 0.087, 0.114, 0.110, 0.101, 0.095, 0.092, 0.081, -0.272, -0.190, -0.175, 0.736, -0.324, -0.360, -0.229, 0.122, 0.129, 0.120, 0.086, 0.090, 0.080, 0.109, 0.104, -0.196, -0.204, -0.200, 0.717, -0.390, -0.380, -0.223, 0.102, 0.070, 0.079, 0.101, 0.069, 0.078, 0.079, 0.088, -0.185, -0.186, -0.205, 0.738, -0.379, -0.363, -0.169, 0.069, 0.091, 0.100, 0.084, 0.092, 0.096, 0.092, 0.080],
  "charge": -1,
  "homo_ev": [0.10, -7.36],
  "energy_ha": -5423.4671,
  "orbital_gap_ev": [1.52, 8.97],
  "e_lumo_ha": [0.0597, 0.0594],
  "s2": 0.75,
  "multiplicity": 2
}

Entry 2:
{
  "formula": "C41H87F7N7O11PS",
  "method": "ωB97M-V/def2-TZVPD",
  "symbols": ["C", "C", "C", "C", "C", "C", "C", "C", "C", "P", "S", "C", "C", "F", "F", "C", "F", "F", "C", "F", "F", "F", "N", "C", "O", "C", "C", "C", "N", "O", "N", "O", "H", "H", "H", "H", "H", "H", "H", "H", "H", "H", "H", "H", "H", "H", "H", "H", "H", "H", "H", "H", "H", "H", "H", "H", "H", "H", "H", "C", "O", "C", "C", "N", "C", "C", "O", "C", "H", "H", "H", "H", "H", "H", "H", "H", "H", "H", "H", "H", "H", "H", "H", "C", "O", "C", "C", "N", "C", "C", "O", "C", "H", "H", "H", "H", "H", "H", "H", "H", "H", "H", "H", "H", "H", "H", "H", "C", "O", "C", "C", "N", "C", "C", "O", "C", "H", "H", "H", "H", "H", "H", "H", "H", "H", "H", "H", "H", "H", "H", "H", "C", "O", "C", "C", "N", "C", "C", "O", "C", "H", "H", "H", "H", "H", "H", "H", "H", "H", "H", "H", "H", "H", "H", "H"],
  "xyz": [[-3.156, 4.003, 0.020], [-1.939, 3.897, 1.016], [-1.205, 5.247, 1.021], [0.129, 5.259, 1.818], [1.150, 4.349, 1.112], [2.363, 3.931, 1.976], [1.999, 3.092, 3.228], [1.835, 1.574, 2.977], [3.114, 0.816, 2.528], [4.691, 1.607, 3.172], [4.804, 1.526, 5.129], [2.988, 0.688, 0.948], [4.233, 0.828, 0.073], [5.200, -0.062, 0.391], [4.798, 2.043, 0.146], [3.937, 0.555, -1.452], [3.799, -0.732, -1.691], [5.037, 0.961, -2.107], [2.759, 1.393, -2.039], [1.616, 0.762, -1.911], [2.967, 1.500, -3.345], [2.698, 2.612, -1.570], [2.236, -0.505, 0.692], [2.750, -1.509, 1.565], [2.817, -2.642, 1.380], [3.208, -0.729, 2.872], [2.278, -1.293, 3.965], [0.761, -1.368, 3.572], [0.279, -2.755, 3.410], [4.601, -1.115, 2.956], [4.971, -1.650, 4.234], [5.315, -2.744, 4.086], [-2.865, 4.632, -0.827], [-3.315, 2.989, -0.381], [-4.014, 4.379, 0.584], [-2.296, 3.614, 2.015], [-1.331, 3.061, 0.644], [-1.894, 5.995, 1.442], [-0.977, 5.601, 0.005], [-0.014, 5.040, 2.883], [0.491, 6.298, 1.765], [0.711, 3.448, 0.660], [1.556, 4.933, 0.271], [2.838, 4.858, 2.333], [3.082, 3.403, 1.340], [2.705, 3.319, 4.037], [1.028, 3.440, 3.606], [1.019, 1.476, 2.243], [1.426, 1.156, 3.906], [4.694, 2.981, 2.834], [5.817, 1.061, 2.520], [2.377, 1.542, 0.622], [1.228, -0.418, 0.658], [2.374, -0.650, 4.853], [2.564, -2.298, 4.291], [0.485, -0.730, 2.727], [0.211, -0.976, 4.438], [0.176, -3.115, 4.357], [1.013, -3.341, 3.014], [3.433, -4.078, -2.879], [3.236, -5.086, -1.904], [2.564, -4.615, -0.735], [1.185, -5.236, -0.624], [0.288, -4.713, -1.650], [-0.976, -5.438, -1.762], [-0.919, -6.898, -2.213], [-0.486, -7.073, -3.552], [0.919, -7.141, -3.725], [4.060, -4.494, -3.668], [2.484, -3.763, -3.324], [3.944, -3.210, -2.450], [2.512, -3.528, -0.708], [3.160, -4.938, 0.122], [0.768, -5.013, 0.363], [1.302, -6.324, -0.710], [0.758, -4.754, -2.546], [-1.587, -4.892, -2.486], [-1.499, -5.383, -0.802], [-1.942, -7.283, -2.183], [-0.338, -7.528, -1.530], [1.423, -7.583, -2.862], [1.335, -6.152, -3.935], [1.116, -7.767, -4.597], [-6.040, -0.140, -5.905], [-7.001, 0.556, -5.133], [-7.768, -0.287, -4.279], [-7.448, -0.010, -2.822], [-6.104, -0.469, -2.482], [-5.635, -0.019, -1.173], [-5.435, 1.482, -0.969], [-4.384, 2.037, -1.743], [-4.750, 2.437, -3.053], [-5.600, 0.567, -6.608], [-5.240, -0.543, -5.276], [-6.505, -0.951, -6.473], [-7.628, -1.345, -4.522], [-8.820, -0.043, -4.455], [-8.173, -0.529, -2.189], [-7.557, 1.070, -2.658], [-5.457, -0.134, -3.184], [-4.673, -0.508, -1.001], [-6.320, -0.394, -0.406], [-5.140, 1.628, 0.075], [-6.360, 2.055, -1.103], [-5.787, 2.772, -3.109], [-4.575, 1.630, -3.769], [-4.102, 3.268, -3.338], [6.947, -3.854, 0.023], [6.531, -5.161, 0.367], [5.778, -5.809, -0.659], [6.553, -6.980, -1.232], [7.696, -6.521, -2.017], [8.626, -7.585, -2.393], [9.377, -8.301, -1.270], [10.304, -7.481, -0.580], [9.761, -6.729, 0.493], [7.397, -3.403, 0.908], [7.698, -3.872, -0.774], [6.096, -3.238, -0.286], [5.476, -5.115, -1.441], [4.871, -6.192, -0.189], [5.892, -7.570, -1.874], [6.871, -7.611, -0.392], [8.205, -5.830, -1.480], [9.371, -7.131, -3.052], [8.087, -8.327, -2.991], [9.973, -9.091, -1.736], [8.704, -8.805, -0.567], [8.926, -7.242, 0.977], [9.447, -5.739, 0.155], [10.552, -6.584, 1.231], [-9.809, 7.544, 0.968], [-9.054, 8.552, 1.615], [-8.917, 8.351, 3.019], [-7.476, 8.043, 3.380], [-7.086, 6.720, 2.902], [-5.652, 6.454, 2.994], [-4.715, 7.305, 2.137], [-4.853, 7.090, 0.742], [-5.860, 7.866, 0.115], [-9.960, 7.853, -0.066], [-9.277, 6.587, 0.967], [-10.787, 7.420, 1.441], [-9.593, 7.573, 3.385], [-9.202, 9.291, 3.502], [-7.362, 8.078, 4.467], [-6.849, 8.830, 2.942], [-7.364, 6.627, 1.933], [-5.508, 5.409, 2.703], [-5.346, 6.534, 4.042], [-3.693, 7.000, 2.382], [-4.776, 8.373, 2.375], [-5.997, 8.837, 0.598], [-6.808, 7.324, 0.086], [-5.554, 8.035, -0.918]],
  "lowdin_charge": [-0.084, -0.239, -0.220, -0.198, -0.212, -0.210, -0.206, -0.158, -0.366, 0.480, 0.157, -0.204, -0.413, 0.130, 0.126, -0.375, 0.179, 0.158, -0.598, 0.200, 0.183, 0.209, 0.147, -0.382, 0.202, -0.335, -0.100, -0.248, 0.003, -0.156, 0.000, 0.126, 0.077, 0.046, 0.063, 0.107, 0.084, 0.094, 0.114, 0.100, 0.112, 0.089, 0.117, 0.120, 0.070, 0.075, 0.104, 0.120, 0.110, -0.005, 0.008, 0.134, 0.155, 0.108, 0.116, 0.089, 0.116, 0.069, 0.052, -0.104, -0.225, -0.217, -0.199, -0.048, -0.200, -0.228, -0.179, -0.100, 0.094, 0.082, 0.075, 0.100, 0.108, 0.121, 0.107, 0.068, 0.117, 0.117, 0.119, 0.110, 0.088, 0.071, 0.088, -0.115, -0.197, -0.216, -0.214, -0.051, -0.196, -0.223, -0.232, -0.083, 0.088, 0.079, 0.088, 0.122, 0.121, 0.123, 0.105, 0.068, 0.120, 0.118, 0.117, 0.115, 0.092, 0.073, 0.090, -0.105, -0.187, -0.209, -0.200, -0.050, -0.202, -0.229, -0.179, -0.099, 0.089, 0.080, 0.082, 0.104, 0.111, 0.125, 0.105, 0.068, 0.117, 0.116, 0.119, 0.109, 0.089, 0.071, 0.087, -0.116, -0.196, -0.215, -0.214, -0.051, -0.197, -0.224, -0.189, -0.093, 0.088, 0.078, 0.088, 0.122, 0.121, 0.123, 0.105, 0.068, 0.113, 0.119, 0.104, 0.112, 0.090, 0.072, 0.089],
  "charge": 0,
  "homo_ev": -8.44,
  "energy_ha": -4263.5991,
  "orbital_gap_ev": 8.18,
  "e_lumo_ha": -0.0094,
  "smiles": "CCCCCCCC[C@]1([PH2]=S)[C@@H](C(F)(F)C(F)(F)C(F)(F)F)NC(=O)[C@@]1(CCN)ON=O.COCCNCCOC.COCCNCCOC.COCCNCCOC.COCCNCCOC"
}